A cluster of 3 separate species, C19H17F16O4 in total in a non-equilibrium geometry, computed with ωB97M-V/def2-TZVPD.

XYZ file:
```
56
C19H17F16O4 (ωB97M-V/def2-TZVPD)
C 2.81 0.26 0.90
C 1.43 1.08 1.05
C 1.47 2.64 1.10
C 0.12 3.46 1.20
C -1.23 2.69 1.27
C -1.21 1.15 1.24
C -2.62 0.33 1.28
C -2.43 -0.87 0.20
O -2.49 -0.51 -1.03
O -2.16 -2.18 0.58
C 0.08 0.28 1.13
H 2.63 -0.51 0.07
H 3.57 1.02 0.48
H 3.14 -0.22 1.88
H 2.48 3.16 1.05
H 0.10 4.60 1.25
H -2.23 3.25 1.34
H -3.43 1.06 0.89
H -2.84 -0.05 2.33
H 0.10 -0.86 1.12
C -4.88 -7.32 0.55
C -3.85 -8.34 1.08
C -3.83 -8.53 2.60
F -3.51 -7.40 3.26
F -2.89 -9.45 2.95
F -2.62 -8.01 0.62
F -4.15 -9.55 0.52
O -4.40 -6.01 0.24
C -4.34 -5.08 1.31
C -2.91 -4.62 1.61
F -2.11 -5.67 1.96
F -2.89 -3.76 2.66
F -4.97 -5.59 2.39
F -5.07 -4.02 0.91
H -5.20 -7.71 -0.42
H -5.79 -7.29 1.15
H -4.79 -8.89 2.97
H -2.46 -4.13 0.75
C 4.38 4.45 -3.38
C 3.52 4.15 -2.13
C 2.18 4.89 -2.06
F 2.34 6.23 -2.01
F 1.52 4.54 -0.93
F 4.26 4.37 -1.02
F 3.25 2.81 -2.15
O 5.45 5.40 -3.22
C 5.12 6.76 -3.37
C 5.34 7.57 -2.09
F 4.58 7.10 -1.07
F 4.99 8.87 -2.26
F 3.87 6.88 -3.86
F 5.94 7.24 -4.34
H 4.90 3.51 -3.61
H 3.78 4.65 -4.26
H 1.54 4.64 -2.91
H 6.38 7.53 -1.77
```

The calculation puts the HOMO energy at -4.58 eV. The charge is -1. The max |F| is 5.81 eV/A. The calculation puts the electronic energy at -71645.3264 eV. The LUMO energy comes out at 2.08 eV. Its relative energy (zero: lowest compared OMol25 entry of this formula, charge and spin) is 530.5 kJ/mol.

These are the Mulliken partial charges, in e, on atoms 1 to 2:
1 C -1.019
2 C 0.676